{
  "formula": "C5H6O",
  "method": "wB97M-V/def2-TZVPD",
  "symbols": ["C", "C", "C", "C", "C", "O", "H", "H", "H", "H", "H", "H"],
  "xyz": [[-1.507, 0.410, -0.024], [-0.525, -0.743, -0.251], [0.834, -0.283, -0.661], [1.779, 0.172, -1.383], [1.837, 0.282, 0.515], [1.248, 0.815, 1.414], [-1.176, 0.993, 0.839], [-1.569, 1.078, -0.890], [-2.505, 0.008, 0.184], [-0.882, -1.441, -1.018], [-0.433, -1.305, 0.683], [2.898, 0.014, 0.592]],
  "atomic_forces_ev_per_a": [[-0.05, 0.08, 0.05], [0.06, -0.04, 0.04], [0.26, 0.18, -0.41], [-0.57, -0.31, 0.15], [0.11, 0.24, 0.63], [0.11, -0.13, -0.17], [-0.13, -0.03, -0.18], [0.03, -0.18, 0.10], [0.17, 0.08, -0.04], [0.10, 0.19, 0.08], [0.03, -0.04, -0.13], [-0.12, -0.05, -0.12]],
  "gap_ev": 10.00,
  "lumo_energy_ev": -0.265
}

{
  "formula": "C3H9NOS",
  "method": "wB97M-V/def2-TZVPD",
  "symbols": ["N", "C", "O", "H", "H", "H", "C", "C", "S", "H", "H", "H", "H", "H", "H"],
  "xyz": [[-0.868, -2.774, -0.884], [-1.742, -2.031, -0.112], [-1.722, -1.993, 1.081], [-0.754, -2.708, -1.883], [0.005, -3.112, -0.505], [-2.404, -1.458, -0.790], [0.180, 0.677, 0.481], [0.728, 2.146, 0.534], [2.504, 2.079, 0.105], [0.879, 0.144, 1.128], [0.370, 0.359, -0.556], [-0.846, 0.547, 0.837], [0.122, 2.786, -0.094], [0.660, 2.434, 1.580], [2.887, 2.903, -0.923]],
  "atomic_forces_ev_per_a": [[0.72, -0.25, 0.13], [1.02, -0.25, -1.89], [-0.24, 0.08, 0.64], [-0.81, 0.50, -0.05], [-0.35, -0.07, 0.70], [-0.36, -0.04, 0.46], [1.44, 1.02, -0.49], [-0.83, -0.89, -0.05], [0.89, -0.19, 0.02], [-0.36, -0.53, -0.05], [-0.53, -0.35, 0.41], [0.26, 0.18, -0.20], [0.19, 0.34, -0.06], [0.12, 0.58, -0.10], [-1.15, -0.13, 0.52]],
  "gap_ev": 9.83,
  "smiles": "NC=O.CCS",
  "lumo_energy_ev": 0.829
}

{
  "formula": "C36H39N3O3ReTe",
  "method": "wB97M-V/def2-TZVPD",
  "symbols": ["Re", "C", "C", "N", "O", "C", "C", "N", "O", "H", "H", "H", "H", "H", "H", "H", "C", "C", "C", "C", "C", "C", "Te", "N", "C", "O", "C", "C", "C", "C", "C", "C", "C", "C", "C", "C", "C", "C", "C", "C", "C", "C", "C", "C", "H", "H", "H", "H", "H", "H", "H", "H", "H", "H", "H", "H", "H", "H", "H", "H", "H", "H", "H", "H", "H", "H", "H", "H", "H", "H", "H", "C", "C", "C", "C", "C", "C", "C", "H", "H", "H", "H", "H"],
  "xyz": [[-2.793, 0.007, -1.527], [-6.605, 1.526, -2.990], [-5.449, 0.706, -2.536], [-4.289, 1.228, -2.193], [-4.110, 2.586, -2.237], [-5.458, -0.743, -2.421], [-6.501, -1.693, -2.889], [-4.339, -1.050, -1.844], [-3.456, -2.014, -1.734], [-6.385, 2.044, -3.929], [-6.872, 2.270, -2.235], [-7.474, 0.897, -3.163], [-4.806, 2.968, -2.797], [-6.730, -1.522, -3.941], [-7.420, -1.569, -2.315], [-6.153, -2.716, -2.768], [7.512, -3.021, -0.855], [6.038, -2.754, -0.762], [5.366, -2.066, -1.762], [4.000, -1.812, -1.702], [3.347, -1.125, -2.871], [3.321, -2.250, -0.562], [1.267, -1.871, -0.361], [1.255, -0.036, -1.203], [0.219, 0.668, -1.119], [-0.903, 0.177, -0.395], [0.049, 1.952, -1.832], [0.144, 1.930, -3.222], [-0.013, 3.106, -3.939], [-0.243, 4.298, -3.269], [-0.316, 4.321, -1.881], [-0.177, 3.150, -1.156], [1.103, -1.246, 1.636], [2.032, -0.376, 2.215], [3.269, 0.136, 1.527], [1.814, -0.017, 3.544], [0.748, -0.512, 4.284], [0.556, -0.130, 5.723], [-0.144, -1.385, 3.665], [0.009, -1.767, 2.342], [-0.997, -2.704, 1.724], [3.939, -3.017, 0.435], [3.207, -3.636, 1.599], [5.301, -3.243, 0.313], [7.957, -2.513, -1.708], [7.700, -4.090, -0.959], [8.022, -2.688, 0.050], [5.915, -1.731, -2.635], [3.926, -1.313, -3.773], [3.282, -0.048, -2.722], [2.335, -1.497, -3.058], [0.352, 0.996, -3.731], [0.061, 3.093, -5.018], [-0.350, 5.218, -3.828], [-0.473, 5.257, -1.361], [-0.219, 3.175, -0.076], [3.108, 0.374, 0.478], [4.069, -0.606, 1.578], [3.626, 1.036, 2.025], [2.519, 0.657, 4.017], [1.272, 0.627, 6.037], [0.681, -1.002, 6.367], [-0.453, 0.250, 5.895], [-0.984, -1.775, 4.230], [-1.753, -2.982, 2.455], [-0.537, -3.630, 1.370], [-1.514, -2.241, 0.878], [2.207, -3.991, 1.326], [3.098, -2.944, 2.435], [3.754, -4.506, 1.956], [5.799, -3.838, 1.071], [-2.116, 1.021, -0.138], [-2.133, 1.803, 1.068], [-3.226, 2.652, 1.275], [-3.281, 3.435, 2.412], [-2.245, 3.385, 3.338], [-1.154, 2.549, 3.130], [-1.092, 1.755, 2.000], [-4.014, 2.695, 0.534], [-4.123, 4.093, 2.576], [-2.287, 4.005, 4.224], [-0.348, 2.520, 3.851], [-0.243, 1.104, 1.837]],
  "atomic_forces_ev_per_a": [[-0.04, -0.06, 0.01], [0.01, 0.00, 0.01], [0.00, -0.02, 0.01], [0.02, -0.02, 0.03], [0.00, 0.00, 0.00], [-0.01, 0.04, 0.00], [0.00, 0.00, 0.00], [0.03, 0.08, -0.03], [-0.03, -0.03, -0.02], [0.00, 0.00, 0.00], [0.00, 0.00, 0.00], [0.00, 0.00, 0.00], [0.00, 0.00, 0.00], [0.00, 0.00, 0.00], [0.00, 0.00, 0.00], [0.01, 0.00, 0.00], [0.00, 0.00, 0.00], [0.00, 0.01, 0.00], [0.01, 0.01, 0.01], [-0.01, 0.01, -0.01], [0.05, -0.03, -0.07], [0.01, -0.06, -0.04], [0.01, 0.02, 0.07], [-0.09, 0.08, 0.15], [0.03, 0.01, 0.03], [0.02, 0.10, -0.06], [-0.02, 0.04, 0.01], [-0.01, -0.02, 0.02], [0.00, 0.00, -0.01], [-0.01, 0.01, 0.00], [0.00, 0.00, -0.01], [0.03, 0.02, -0.02], [0.05, -0.06, -0.04], [0.03, -0.03, 0.03], [-0.02, 0.05, 0.06], [0.01, -0.01, 0.00], [0.00, 0.02, 0.00], [-0.02, 0.01, 0.00], [-0.01, 0.02, -0.02], [-0.03, 0.04, 0.02], [0.00, 0.00, 0.00], [-0.02, -0.06, -0.04], [-0.02, 0.02, -0.02], [0.00, 0.01, 0.00], [0.00, 0.00, 0.00], [0.00, 0.00, 0.00], [0.00, 0.00, 0.00], [0.00, 0.00, 0.00], [0.02, -0.02, 0.00], [0.00, -0.03, -0.02], [0.04, 0.02, -0.01], [0.00, 0.00, -0.01], [0.00, 0.00, 0.00], [0.00, 0.00, 0.00], [0.00, 0.00, 0.00], [0.02, 0.02, -0.04], [-0.02, 0.02, -0.06], [-0.02, 0.05, 0.00], [-0.01, 0.01, 0.00], [0.00, 0.00, 0.00], [0.00, 0.00, 0.00], [0.01, 0.00, 0.00], [0.01, 0.00, -0.01], [0.00, 0.00, 0.00], [0.00, 0.00, 0.00], [-0.01, 0.01, 0.00], [0.00, -0.02, 0.00], [-0.02, 0.01, 0.00], [-0.01, 0.01, 0.01], [0.00, 0.00, 0.00], [0.00, 0.00, 0.00], [0.02, -0.18, 0.10], [-0.02, 0.04, -0.09], [-0.01, -0.03, 0.01], [0.00, 0.01, 0.00], [0.00, 0.01, 0.00], [0.02, -0.01, 0.00], [-0.05, 0.02, 0.02], [0.00, 0.00, 0.01], [0.00, 0.00, 0.00], [0.00, 0.00, 0.00], [0.00, -0.01, 0.01], [0.03, -0.05, 0.02]],
  "gap_ev": [7.22, 7.06],
  "total_charge": 2,
  "s_squared": 0.797,
  "multiplicity": 2,
  "lumo_energy_ev": [-6.394, -6.477]
}

{
  "formula": "C8H12Cl12N2O4S",
  "method": "wB97M-V/def2-TZVPD",
  "symbols": ["H", "N", "C", "C", "C", "N", "C", "O", "S", "O", "O", "O", "H", "H", "H", "H", "H", "H", "H", "Cl", "C", "Cl", "Cl", "H", "Cl", "C", "Cl", "Cl", "H", "Cl", "C", "Cl", "Cl", "H", "Cl", "C", "Cl", "Cl", "H"],
  "xyz": [[-2.506, -3.017, -4.895], [-1.994, -2.467, -5.584], [-0.827, -2.239, -5.201], [-0.290, -2.751, -3.889], [0.415, -1.706, -3.024], [1.845, -1.955, -2.928], [0.027, -0.261, -3.199], [-0.190, 0.345, -1.925], [-0.365, -0.738, -0.762], [-1.668, -0.689, -0.257], [0.652, -0.753, 0.216], [-0.110, -2.006, -1.670], [-0.205, -1.679, -5.887], [-1.090, -3.186, -3.309], [0.406, -3.548, -4.114], [2.334, -1.084, -2.745], [1.968, -2.512, -2.091], [-0.903, -0.194, -3.754], [0.738, 0.353, -3.727], [2.957, 2.178, 2.362], [1.869, 0.797, 2.518], [2.777, -0.711, 2.634], [0.786, 0.984, 3.892], [1.264, 0.758, 1.620], [-1.684, 4.523, 6.209], [-1.095, 3.070, 7.018], [-1.586, 1.622, 6.137], [0.658, 3.124, 7.203], [-1.538, 3.030, 8.004], [0.125, -3.339, 1.961], [-1.321, -2.352, 1.749], [-2.774, -3.356, 1.819], [-1.386, -1.062, 2.952], [-1.276, -1.891, 0.771], [-0.122, 5.794, -0.406], [0.770, 4.558, 0.480], [0.298, 2.930, -0.010], [2.509, 4.778, 0.301], [0.529, 4.652, 1.531]],
  "atomic_forces_ev_per_a": [[-0.12, 0.00, 0.04], [-1.00, -0.05, -0.66], [0.15, -0.25, 0.58], [0.33, 0.47, -0.59], [0.96, -1.32, 1.39], [-0.38, 0.86, -0.30], [-0.77, 0.65, -0.84], [0.40, -0.36, 0.93], [1.64, -0.30, -1.80], [-2.30, 1.06, -1.01], [1.10, 0.88, 0.13], [-1.03, 0.32, 0.17], [0.45, 0.17, 0.04], [-0.36, -0.01, 0.04], [0.40, -0.15, 0.08], [0.08, -0.02, 0.00], [0.27, -0.33, -0.16], [-0.29, 0.00, -0.01], [0.53, -0.03, -0.10], [0.03, -0.05, 0.15], [-0.07, -0.11, -0.08], [0.02, 0.05, 0.02], [0.35, 0.40, 0.19], [0.10, -0.06, 0.14], [-0.02, 0.00, 0.02], [0.08, 0.00, -0.11], [-0.09, -0.01, 0.08], [-0.02, 0.00, 0.02], [-0.01, 0.00, 0.01], [0.08, -0.20, 0.14], [0.07, -0.55, 0.54], [-0.05, 0.00, -0.03], [-0.15, -0.30, -0.26], [-0.40, -0.89, 1.34], [0.01, -0.11, 0.00], [0.11, -0.02, 0.20], [-0.10, 0.01, -0.16], [-0.02, 0.19, -0.16], [0.00, 0.05, 0.02]],
  "gap_ev": 10.60,
  "smiles": "[H]/N=C\\C[C@@]1(N)COS(=O)(=O)O1.ClC(Cl)Cl.ClC(Cl)Cl.ClC(Cl)Cl.ClC(Cl)Cl",
  "lumo_energy_ev": 0.246
}